1.
{"formula": "C3H8NS", "method": "ωB97M-V with the def2-TZVPD basis set", "elements": ["C", "S", "H", "H", "H", "C", "C", "N", "H", "H", "H", "H", "H"], "coordinates": [[-1.579990, 1.160807, -1.591926], [-0.038710, 1.698141, -2.387334], [-1.978296, 1.961172, -0.904873], [-1.423128, 0.209032, -1.105793], [-2.316576, 1.060757, -2.336963], [0.827397, -1.312669, 2.097538], [0.500487, -0.979671, 0.806705], [1.240768, -0.041978, 0.104512], [1.678061, -0.872908, 2.652323], [0.501097, -2.383919, 2.346317], [-0.437930, -1.231963, 0.376128], [2.175879, 0.137246, 0.489969], [0.850940, 0.595954, -0.546603]], "forces_ev_per_a": [[0.46, 1.47, 0.78], [0.39, 0.23, -0.09], [0.44, -0.98, -0.20], [-0.30, -0.22, 0.45], [-1.10, -0.43, -0.95], [-0.38, -2.51, -0.77], [1.92, 2.53, 1.34], [0.67, -1.87, 1.93], [-0.46, -0.36, -0.61], [0.20, 1.84, 0.38], [-0.42, -0.72, -0.53], [-0.97, 0.14, -0.42], [-0.45, 0.88, -1.32]], "nbo_charge": [-0.737, -0.722, 0.172, 0.164, 0.179, -0.629, 0.051, -0.818, 0.181, 0.179, 0.187, 0.362, 0.431], "e_homo_ev": -2.46, "total_energy_ha": -572.031444, "mol_weight_g_mol": 90.17, "total_charge": -1, "gap_ev": 6.5, "relative_energy_kcal_mol": 29.4}

2.
{"formula": "C3H8NS", "method": "ωB97M-V with the def2-TZVPD basis set", "elements": ["C", "S", "H", "H", "H", "C", "C", "N", "H", "H", "H", "H", "H"], "coordinates": [[-2.584545, 0.830250, -0.217925], [-1.824181, 0.349754, -1.816060], [-2.215128, 1.813460, 0.050353], [-2.649423, 0.072854, 0.550781], [-3.653282, 1.028065, -0.472501], [2.155937, -0.393209, 1.068194], [0.966812, -0.788848, -0.835410], [1.589076, -1.410149, 0.109064], [1.894958, 0.614716, 0.780129], [1.540236, -0.524368, 1.980652], [3.190829, -0.529441, 1.399794], [1.348038, 0.193895, -1.102117], [0.240671, -1.256984, -1.494953]], "forces_ev_per_a": [[-1.72, 0.56, -1.67], [0.11, -0.18, 0.13], [0.36, -0.11, 0.77], [0.66, -0.08, 0.42], [0.40, -0.07, 0.33], [-0.96, -1.36, 0.65], [1.72, -1.18, -0.02], [-0.80, 1.66, 0.45], [0.50, 0.52, -0.43], [0.37, -0.10, -0.20], [-0.02, -0.06, -0.51], [-0.92, 0.53, 0.04], [0.30, -0.12, 0.04]], "nbo_charge": [-0.744, -0.729, 0.179, 0.174, 0.173, -0.454, -0.033, -0.468, 0.178, 0.192, 0.177, 0.136, 0.219], "e_homo_ev": -2.23, "total_energy_ha": -572.006991, "mol_weight_g_mol": 90.17, "total_charge": -1, "gap_ev": 6.2, "relative_energy_kcal_mol": 44.7}

3.
{"formula": "C3H8NS", "method": "ωB97M-V with the def2-TZVPD basis set", "elements": ["C", "N", "C", "C", "S", "H", "H", "H", "H", "H", "H", "H", "H"], "coordinates": [[1.758641, -1.963324, 0.313342], [0.950736, -1.419799, -0.777770], [-0.213277, -0.612397, -0.439258], [0.051391, 0.693755, 0.354715], [-1.475118, 1.788437, 0.281739], [2.076773, -2.990116, 0.039447], [1.174300, -1.915992, 1.234686], [2.680175, -1.411530, 0.553259], [1.434941, -1.222624, -1.628265], [-0.661558, -0.442190, -1.414704], [-0.942268, -1.094503, 0.228290], [0.851642, 1.333856, -0.012496], [0.374647, 0.326798, 1.333634]], "forces_ev_per_a": [[0.17, 0.05, -0.87], [-0.53, -0.88, 1.54], [0.98, 0.86, -0.36], [-0.76, 0.24, -0.65], [0.45, -0.40, 0.49], [-0.09, 0.14, 0.57], [-0.03, -0.52, -0.05], [0.06, 0.21, -0.12], [0.09, 0.35, -0.07], [-0.53, 0.51, 0.12], [0.21, -0.61, -0.50], [0.27, -0.38, -0.38], [-0.30, 0.43, 0.30]], "nbo_charge": [-1.166, -0.691, -0.221, -0.523, -0.825, 0.104, 0.170, 0.126, 0.343, 0.176, 0.171, 0.170, 0.165], "e_homo_ev": [4.11, 0.29], "total_energy_ha": -571.890028, "mol_weight_g_mol": 90.17, "total_charge": -2, "spin_multiplicity": 2, "gap_ev": [2.1, 5.8], "relative_energy_kcal_mol": 13.6}

4.
{"formula": "C3H8NS", "method": "ωB97M-V with the def2-TZVPD basis set", "elements": ["C", "C", "C", "N", "S", "H", "H", "H", "H", "H", "H", "H", "H"], "coordinates": [[0.540000, 0.686900, 0.853555], [-0.644102, -0.257265, 1.026721], [0.191128, -0.283381, -0.148352], [-0.400333, 0.375573, -1.375921], [1.796596, -1.795557, -0.916163], [0.432026, 1.783604, 0.806722], [1.422957, 0.473494, 1.503148], [-0.608832, -0.880718, 1.845712], [-1.660917, 0.115742, 0.676506], [-1.098703, -0.349030, -1.719424], [0.225528, 0.432310, -2.211334], [-0.987887, 1.275300, -1.062987], [0.755136, -2.683267, -1.373126]], "forces_ev_per_a": [[1.47, 1.10, 2.10], [-2.11, 2.05, -1.77], [4.00, -1.41, -3.01], [-2.77, -1.06, -0.02], [-4.27, 1.15, 0.52], [-0.21, -0.65, -0.62], [-0.96, -0.15, -0.56], [-0.04, -1.68, 1.22], [1.06, -0.41, 1.30], [0.47, 1.22, 0.34], [-0.01, 0.74, 1.16], [1.84, -2.06, -1.32], [1.54, 1.16, 0.68]], "nbo_charge": [-0.483, -0.434, 0.158, -0.745, -0.072, 0.248, 0.277, 0.279, 0.215, 0.448, 0.482, 0.466, 0.162], "e_homo_ev": -13.91, "total_energy_ha": -571.666147, "mol_weight_g_mol": 90.17, "total_charge": 1, "gap_ev": 9.0, "relative_energy_kcal_mol": 65.3}